# 1
Formula: C2H6N2OS
Source: OMol25
Level of theory: the ωB97M-V functional and the def2-TZVPD basis

Element x y z (Å)
C -0.446 0.085 0.728
C 0.491 -0.484 -0.297
N -2.747 -0.621 0.607
N -1.793 0.327 0.211
O -2.327 -0.603 -0.746
S 2.330 -0.734 0.044
H -0.114 1.078 0.997
H -0.643 -0.607 1.515
H -0.007 -1.425 -0.609
H 0.529 0.184 -1.149
H -3.650 -0.239 0.669
H 2.745 0.373 -0.543

Forces on the atoms, in the same order (eV/Å):
C 0.1 -0.1 -0.1
C 0.3 -0.8 -1.1
N 1.9 -1.9 0.8
N -1.3 1.7 -0.8
O 0.4 -0.3 -0.3
S -1.5 -0.5 0.6
H 0.1 0.0 0.7
H 0.7 -0.3 1.1
H 1.0 0.3 -0.1
H -0.3 0.0 -0.3
H -1.5 1.3 -0.3
H 0.0 0.4 -0.2

Output
HOMO: -9.40 eV
Lowest unoccupied orbital energy: 0.89 eV
SMILES: SCCn1[nH]o1
Electronic energy: -662.5556 Ha

=====

# 2
Formula: C4H10O3
Source: OMol25
Level of theory: the ωB97M-V functional and the def2-TZVPD basis

Element x y z (Å)
C 1.700 0.322 1.509
C 0.460 0.811 1.735
C -0.314 1.236 0.583
C 0.037 1.335 -0.719
O -1.013 1.386 -1.576
H 2.310 -0.332 2.116
H 2.093 0.546 0.522
H -0.050 0.845 2.688
H -1.316 1.606 0.767
H 1.038 1.509 -1.109
H -0.983 0.754 -2.318
H -0.669 -1.371 -1.692
H -2.094 -0.976 -1.846
O -1.283 -1.056 -2.369
H -0.147 -1.760 1.171
H 0.237 -2.893 0.298
O -0.007 -1.961 0.240

Forces on the atoms, in the same order (eV/Å):
C -0.6 0.3 0.1
C 1.5 -0.2 -0.6
C 0.0 1.2 -0.5
C -0.9 -0.2 0.9
O -0.2 1.4 -0.7
H 0.0 0.5 0.5
H 0.1 -0.6 0.0
H 0.1 -0.4 0.1
H -0.4 -0.8 0.0
H 0.0 -0.7 -0.1
H 0.5 0.0 0.5
H 0.2 0.0 0.1
H 0.0 0.0 -0.3
O -0.3 -0.5 0.1
H 0.0 0.6 -0.1
H 0.0 -0.1 -0.4
O 0.0 -0.7 0.2

Output
HOMO: -7.77 eV
Lowest unoccupied orbital energy: 0.54 eV
SMILES: C=C/C=C/O.O.O
Electronic energy: -384.0475 Ha

=====

# 3
Formula: C10H6Cl5N2O3V
Source: OMol25
Level of theory: the ωB97M-V functional and the def2-TZVPD basis

Element x y z (Å)
V 0.440 0.768 -0.806
N -0.176 2.874 -0.754
C -0.700 3.095 0.634
C 0.163 2.299 1.613
O 0.432 2.743 2.714
N 0.572 1.130 1.066
C 1.760 0.466 1.603
C 2.792 0.369 0.479
O 3.928 0.039 0.612
O 2.251 0.681 -0.754
H 0.702 3.381 -0.842
H -0.800 3.270 -1.449
H -1.727 2.732 0.669
H -0.686 4.145 0.912
H 1.538 -0.554 1.924
H 2.178 1.005 2.452
Cl -2.201 0.493 -1.092
C -1.538 -1.157 -0.984
C -0.166 -1.194 -0.922
C 0.383 -2.468 -0.847
Cl 2.100 -2.659 -0.758
C -0.420 -3.613 -0.840
Cl 0.289 -5.178 -0.759
C -1.812 -3.499 -0.907
Cl -2.806 -4.900 -0.911
C -2.398 -2.240 -0.980
Cl -4.099 -2.027 -1.074

Forces on the atoms, in the same order (eV/Å):
V 0.1 0.5 -0.4
N 0.1 -0.1 0.2
C 0.0 0.0 -0.2
C 0.0 -0.1 -0.1
O 0.0 0.0 0.0
N 0.3 0.0 0.6
C -0.2 0.2 -0.1
C -0.4 0.2 -0.7
O 0.1 0.0 0.1
O 0.6 -0.2 0.6
H 0.0 0.0 0.0
H -0.1 0.0 0.0
H 0.0 0.0 0.0
H 0.0 0.0 0.0
H 0.0 0.0 0.0
H 0.0 0.0 0.0
Cl -0.1 -0.2 0.0
C -0.2 0.2 -0.1
C -0.4 -0.5 0.0
C 0.1 -0.2 0.0
Cl 0.0 0.1 0.0
C 0.0 0.0 0.0
Cl 0.0 0.1 0.0
C 0.0 -0.1 0.0
Cl 0.0 0.0 0.0
C -0.1 0.1 0.0
Cl 0.0 -0.1 0.0

Output
Spin multiplicity: 3
HOMO (spin up / spin down): -8.60 / -9.43 eV
Lowest unoccupied orbital energy (spin up / spin down): -0.59 / -0.55 eV
⟨S²⟩: 2.02
Electronic energy: -3964.9214 Ha

=====

Looking at energy above the lowest of the compared OMol25 structures with the same formula, charge and spin for the records above, in order, we have 554.61 268.03 7.62 kJ/mol.